6
Properties=species:S:1:pos:R:3:nbo_charge:R:1 method="wB97M-V/def2-TZVPD" lumo_ev=-0.7 orbital_gap_ev=8.211 charge=0
C 0.578 1.109 -2.611 1.03
C -1.589 1.018 -0.374 -0.30
O 1.072 1.984 -2.046 -0.50
O 0.076 0.185 -3.093 -0.53
Cl -1.897 -0.240 0.474 0.18
H -2.612 1.542 -0.591 0.12